Computed, not measured: a cluster of 6 separate species, C36H67BF6NO21S6 in total in a non-equilibrium geometry, with ωB97M-V/def2-TZVPD.

Each line ends with the Löwdin charge.
Positions of all 138 atoms, in Å:
C 2.289 -4.283 -1.906  -0.088
C 2.071 -2.852 -1.229  -0.398
C 3.508 -2.312 -0.832  -0.081
C 1.098 -2.961 0.001  -0.164
C 0.025 -1.815 0.104  -0.119
C -1.292 -2.233 -0.714  -0.200
C -1.758 -1.168 -1.761  -0.373
S -0.453 -0.677 -2.930  0.918
N -2.995 -0.779 -1.656  0.099
C -3.497 0.219 -2.631  -0.109
O -3.375 -0.212 -3.992  0.032
C -3.298 0.894 -4.821  -0.637
F -3.350 0.458 -6.106  0.167
F -4.353 1.737 -4.657  0.166
F -2.135 1.578 -4.687  0.138
C -3.772 -1.371 -0.517  -0.269
C -4.114 -0.401 0.666  0.009
C -5.302 0.590 0.438  -0.225
O -4.949 1.710 -0.389  -0.008
C -6.642 -0.053 -0.034  -0.489
F -6.722 -0.294 -1.374  0.135
F -6.988 -1.188 0.625  0.156
F -7.643 0.869 0.248  0.096
O -4.765 -2.362 -0.816  0.056
C -4.705 -2.857 -2.126  -0.363
O -5.237 -2.344 -3.055  0.206
C -3.950 -4.198 -2.408  -0.101
C -2.639 -4.280 -3.007  -0.019
C -2.065 -5.611 -3.157  -0.050
C -2.758 -6.811 -2.725  -0.059
C -4.079 -6.730 -2.126  -0.043
C -4.652 -5.406 -1.985  -0.011
C -2.609 -2.276 0.143  -0.055
B -3.053 -3.652 0.864  -0.547
O -4.122 -3.625 1.769  0.158
O -2.393 -4.871 0.618  0.140
H 1.396 -4.945 -1.801  0.065
H 2.553 -4.170 -2.991  0.064
H 3.178 -4.768 -1.428  0.084
H 1.720 -2.188 -2.054  0.077
H 3.454 -1.311 -0.339  0.060
H 4.079 -2.228 -1.798  0.088
H 4.051 -3.052 -0.196  0.082
H 1.714 -2.923 0.938  0.126
H 0.636 -3.981 -0.028  0.108
H -0.233 -1.703 1.193  0.125
H 0.471 -0.860 -0.275  0.109
H -0.991 -3.224 -1.128  0.136
H -0.436 -1.598 -3.949  -0.046
H -3.066 1.239 -2.443  0.170
H -4.596 0.329 -2.427  0.142
H -4.333 -0.986 1.595  0.154
H -3.220 0.237 0.910  0.161
H -5.527 1.045 1.445  0.175
H -5.752 2.096 -0.782  0.117
H -2.087 -3.370 -3.315  0.093
H -1.049 -5.772 -3.584  0.108
H -2.300 -7.820 -2.841  0.112
H -4.608 -7.652 -1.796  0.117
H -5.654 -5.353 -1.495  0.132
H -2.307 -1.668 1.049  0.136
H -3.952 -4.280 2.469  0.127
H -2.562 -5.189 -0.289  0.081
O 4.132 1.156 -0.542  -0.293
S 4.187 2.581 -0.369  0.590
O 3.186 3.283 0.379  -0.277
O 4.344 3.273 -1.811  -0.258
C 3.358 2.992 -2.812  -0.261
C 2.041 3.691 -2.526  -0.077
C 5.771 3.021 0.270  -0.118
H 3.219 1.912 -2.915  0.110
H 3.758 3.356 -3.758  0.124
H 1.581 3.311 -1.613  0.063
H 1.336 3.537 -3.345  0.076
H 2.198 4.762 -2.386  0.089
H 6.542 2.518 -0.309  0.078
H 5.807 2.694 1.308  0.073
H 5.885 4.101 0.219  0.081
O 7.555 4.417 3.011  -0.291
S 8.659 4.578 3.915  0.589
O 9.854 5.262 3.524  -0.272
O 9.051 3.140 4.516  -0.262
C 9.387 2.089 3.602  -0.262
C 10.754 2.294 2.976  -0.076
C 8.070 5.300 5.413  -0.121
H 8.613 1.989 2.836  0.108
H 9.393 1.162 4.177  0.122
H 10.771 3.183 2.345  0.069
H 11.027 1.439 2.355  0.081
H 11.513 2.432 3.748  0.087
H 7.178 4.771 5.741  0.076
H 7.833 6.342 5.206  0.077
H 8.857 5.243 6.163  0.080
O 2.818 -6.301 -4.181  -0.298
S 3.368 -7.422 -4.893  0.586
O 3.820 -8.594 -4.208  -0.266
O 4.532 -6.899 -5.862  -0.260
C 5.627 -6.171 -5.284  -0.255
C 6.565 -7.075 -4.508  -0.073
C 2.231 -7.917 -6.149  -0.120
H 5.253 -5.357 -4.657  0.113
H 6.173 -5.715 -6.111  0.123
H 6.069 -7.506 -3.637  0.069
H 7.434 -6.518 -4.155  0.083
H 6.901 -7.905 -5.131  0.088
H 1.900 -7.038 -6.700  0.073
H 1.385 -8.391 -5.654  0.075
H 2.722 -8.630 -6.808  0.078
O 6.215 7.464 7.595  -0.285
S 5.120 7.157 8.474  0.584
O 4.498 5.866 8.479  -0.279
O 3.990 8.283 8.308  -0.262
C 3.443 8.513 7.002  -0.257
C 2.512 7.396 6.569  -0.077
C 5.595 7.549 10.128  -0.120
H 4.246 8.663 6.275  0.116
H 2.881 9.446 7.057  0.123
H 3.052 6.456 6.448  0.067
H 2.039 7.635 5.615  0.081
H 1.738 7.229 7.320  0.086
H 6.043 8.540 10.147  0.076
H 6.321 6.801 10.443  0.078
H 4.715 7.504 10.767  0.076
O -13.708 3.976 -0.449  -0.271
S -13.286 2.908 0.408  0.586
O -12.619 3.162 1.650  -0.278
O -12.411 1.869 -0.451  -0.263
C -11.255 2.363 -1.138  -0.256
C -10.115 2.669 -0.184  -0.084
C -14.661 1.847 0.721  -0.121
H -11.515 3.239 -1.738  0.118
H -10.942 1.580 -1.831  0.121
H -10.372 3.488 0.488  0.072
H -9.217 2.957 -0.733  0.074
H -9.891 1.800 0.436  0.071
H -15.160 1.620 -0.218  0.075
H -15.338 2.380 1.387  0.079
H -14.304 0.940 1.205  0.075

- E (eV) = -164890.696
- multiplicity = 1
- F_max (eV/A) = 4.8
- LUMO level (hartree) = -0.17337
- total charge = +1
- frontier orbital gap (eV) = 7.261